A structure of composition C33H21BCl5IN7O3SV at a distorted geometry, computed with ωB97M-V with the def2-TZVPD basis set.

Values from the calculation:
- Spin multiplicity: 2
- Total energy: -159040.859 eV
- <S²>: 0.7683
- Net charge: +1
- Relative energy (zero: lowest compared OMol25 entry of this formula, charge and spin): 273.7 kJ/mol
- Frontier orbital gap (alpha / beta): 6.93 / 6.89 eV
- HOMO energy (alpha / beta): -11.518 / -11.518 eV

The geometry in XYZ format:
```
73
Properties=species:S:1:pos:R:3:mulliken_charge:R:1
V -0.32 0.13 -0.86 -0.533
C 2.71 -1.99 -3.11 -1.273
C 3.05 -1.75 -1.68 0.629
N 4.29 -1.99 -1.27 -0.617
C 4.64 -1.75 -0.02 -0.793
C 3.77 -1.27 0.97 0.148
C 4.31 -1.07 2.37 -0.400
O 5.66 -0.68 2.37 -0.559
C 2.46 -1.03 0.57 1.303
C 1.31 -0.63 1.48 -1.497
N 0.51 0.45 0.92 0.372
C 0.61 1.72 1.23 1.044
C 1.71 2.39 1.82 -1.207
C 1.75 3.75 1.81 -0.479
C 0.70 4.54 1.23 -1.119
C -0.41 3.97 0.74 -1.486
C -0.58 2.53 0.83 2.032
I 1.33 2.05 -1.96 -0.068
C 2.11 -1.25 -0.78 -0.145
O 0.88 -0.88 -1.14 -0.198
H 3.41 -2.72 -3.52 0.430
H 2.82 -1.06 -3.67 0.266
H 1.69 -2.35 -3.22 0.286
H 5.67 -1.95 0.24 0.563
H 4.29 -2.03 2.89 0.031
H 3.69 -0.38 2.94 0.315
H 5.76 0.20 1.98 0.392
H 1.63 -0.36 2.48 1.034
H 2.55 1.81 2.17 0.407
H 2.63 4.25 2.18 0.464
H 0.83 5.61 1.18 0.466
H -1.20 4.56 0.29 0.520
S -6.30 4.05 -2.89 0.198
N -5.53 4.03 -1.49 -0.589
C -4.44 3.30 -1.64 0.234
C -3.48 2.99 -0.62 1.244
C -3.75 3.31 0.76 -0.854
C -3.02 2.74 1.73 -1.561
C -1.86 1.91 1.40 -0.286
N -1.50 1.72 0.00 1.217
C -2.43 2.18 -0.97 -0.319
C -2.35 1.54 -2.26 -0.250
N -1.45 0.55 -2.43 0.615
C -1.36 -0.07 -3.60 0.016
C -2.14 0.28 -4.69 -1.153
C -3.11 1.25 -4.53 -0.545
C -3.25 1.87 -3.29 -0.028
C -4.31 2.77 -2.97 0.759
N -5.31 3.13 -3.76 -0.685
H -4.62 3.90 0.98 0.586
H -3.27 2.84 2.77 0.568
H -1.68 1.05 2.05 0.479
H -0.63 -0.87 -3.67 0.427
H -2.00 -0.23 -5.63 0.456
H -3.77 1.53 -5.34 0.576
Cl 3.14 -6.93 2.47 -0.161
C 2.30 -5.47 2.22 0.064
C 1.49 -5.30 1.10 0.259
Cl 1.31 -6.59 0.00 -0.165
C 0.84 -4.09 0.86 0.624
Cl -0.18 -4.00 -0.51 -0.155
C 0.99 -3.01 1.76 -1.222
O 0.39 -1.77 1.61 -0.360
C 1.73 -3.23 2.92 0.727
Cl 1.77 -2.01 4.13 -0.047
C 2.41 -4.43 3.14 0.322
Cl 3.36 -4.63 4.55 -0.135
B -4.16 -1.29 0.96 0.366
C -2.83 -1.03 0.27 0.130
N -1.82 -0.74 -0.23 -0.361
H -3.94 -1.71 2.06 -0.098
H -4.73 -0.22 0.96 -0.119
H -4.78 -2.12 0.34 -0.100
```